11 unconnected molecules or ions with the total composition C40H74F4O23 in a non-equilibrium geometry. Source: OMol25; level of theory: wB97M-V/def2-TZVPD.

E_LUMO	-0.046	eV
SMILES	O=C1OC[C@@H](F)O1.O=C1OC[C@@H](F)O1.O=C1OC[C@@H](F)O1.O=C1OC[C@@H](F)O1.CCOC(C)=O.CCOC(C)=O.CCOC(C)=O.CCOC(C)=O.CCOCC.CCOCC.CCOCC
total energy	-3698.41546	Ha
ΔE to the lowest compared entry with this formula, charge and spin	0.00	kJ/mol

Positions of all 141 atoms, in Å:
F -5.42 -5.71 -0.90
F 4.24 7.39 0.01
F -0.95 -0.50 1.26
F -2.69 6.28 -0.93
O -1.10 1.27 7.28
O 4.62 3.80 -2.54
O -8.28 0.41 2.01
O 3.70 -4.23 0.64
O -0.83 -0.93 -0.90
O -3.83 -7.15 -1.31
O -5.53 -8.27 -2.12
O -0.30 7.57 -6.12
O -1.65 6.87 1.64
O -0.88 7.56 -0.28
O -0.95 -7.69 5.80
O -7.28 1.33 0.17
O -1.17 0.57 -2.57
O 0.44 0.76 -0.96
O 4.59 5.99 -3.04
O 0.63 1.55 5.73
O -1.26 9.15 1.25
O 9.02 1.90 2.34
O -1.32 8.98 -7.56
O -3.91 -9.33 -0.80
O -1.87 -5.26 -6.61
O 4.34 5.40 -0.97
O 9.28 3.77 1.04
C -0.13 -0.99 0.33
C -8.49 2.78 1.65
C -1.15 11.25 -7.90
C 7.60 1.99 2.59
C -1.12 -7.36 -6.94
C -0.68 -7.16 7.04
C -1.26 7.97 0.90
C 3.79 -3.73 3.05
C 9.74 2.82 1.68
C 4.86 6.71 -0.93
C -1.73 -3.83 -6.35
C 4.39 -4.50 1.86
C -4.38 -8.35 -1.37
C -1.18 7.84 -6.94
C -0.87 -0.13 7.52
C 4.54 4.95 -2.19
C 4.22 -5.07 -0.42
C -0.21 1.99 6.53
C 3.38 -4.88 -1.71
C 0.67 -6.50 7.25
C -1.34 -3.18 -7.63
C -1.43 -6.84 4.76
C -2.18 6.83 -7.41
C -2.69 -6.10 5.18
C 4.45 7.18 -2.33
C -5.46 -7.11 -2.89
C -7.98 1.41 1.33
C -1.40 6.26 -0.56
C 1.08 -0.16 -0.03
C -0.02 -0.47 8.75
C 7.30 2.27 4.08
C -0.70 -5.94 -7.01
C -0.60 10.12 -7.12
C -0.42 3.42 6.90
C -1.34 5.69 0.88
C 11.22 2.53 1.77
C -7.01 0.08 -0.40
C -8.20 -0.32 -1.21
C -4.69 -6.20 -1.91
C -0.55 0.17 -1.56
H 5.15 7.90 -2.74
H -6.74 -0.69 0.32
H 11.56 2.33 2.78
H 2.34 -5.14 -1.53
H -6.48 -6.73 -2.98
H -0.38 -0.05 9.69
H -6.14 0.27 -1.04
H -1.80 6.65 -8.42
H 0.55 -5.43 7.08
H 4.39 -5.57 2.05
H 1.49 0.27 0.88
H -1.84 -0.62 7.64
H 7.53 3.26 4.48
H -4.11 -5.39 -2.35
H -1.08 -3.63 -5.50
H -0.19 -7.93 -6.84
H -2.95 -5.45 4.34
H -1.83 -3.65 -8.48
H 1.83 -0.68 -0.63
H -0.26 -3.23 -7.75
H -0.81 5.68 -1.27
H 7.49 1.43 4.75
H -1.80 -7.65 -6.14
H -0.69 -8.02 7.72
H -0.60 10.29 -6.04
H 4.14 -6.12 -0.12
H -2.15 4.99 1.11
H 1.02 -0.18 8.61
H -2.53 -5.36 5.96
H 6.23 2.12 4.07
H -3.21 7.20 -7.39
H -8.49 0.34 -2.02
H 2.72 -3.92 3.00
H 5.93 6.69 -0.73
H 1.07 -6.66 8.25
H -3.45 -6.82 5.49
H -9.07 -0.42 -0.56
H -2.04 5.91 -6.84
H -4.98 -7.40 -3.82
H -9.46 2.94 1.18
H 7.09 1.12 2.17
H 4.12 -4.09 4.03
H 3.40 7.46 -2.32
H 3.74 -5.56 -2.48
H -0.13 -1.52 9.01
H 0.11 -2.04 0.50
H 0.45 10.02 -7.41
H 0.14 -5.77 -6.35
H -1.27 3.82 6.36
H -8.17 -1.30 -1.69
H -0.59 3.36 7.98
H -8.51 2.91 2.73
H 11.54 1.71 1.11
H -7.82 3.53 1.23
H -1.61 -7.51 3.92
H -0.49 -0.58 6.60
H -1.63 -7.73 -7.83
H -0.55 12.09 -7.56
H 7.22 2.82 1.99
H -0.38 5.25 1.14
H 3.34 -3.88 -2.14
H 0.50 3.98 6.73
H 5.44 -4.21 1.78
H -2.21 11.42 -7.71
H -0.45 -5.65 -8.03
H 5.22 -4.74 -0.71
H 11.72 3.42 1.39
H -1.47 -6.53 7.45
H -1.59 -2.12 -7.65
H -2.79 -3.65 -6.14
H 1.34 -6.94 6.50
H -0.74 -6.07 4.43
H 3.94 -2.66 2.92
H -0.97 11.19 -8.97